{
  "formula": "C5H8O2",
  "method": "the ωB97M-V functional and the def2-TZVPD basis",
  "fmax_ev_per_a": 0.69,
  "e_lumo_ev": 0.513,
  "homo_lumo_gap_ev": 9.32,
  "e_tot_ha": -345.69038,
  "homo_energy_ev": -8.8106,
  "species": ["O", "O", "C", "C", "C", "C", "C", "H", "H", "H", "H", "H", "H", "H", "H"],
  "positions_angstrom": [[1.742, -0.184, 0.704], [3.719, 0.851, 1.192], [-2.378, -0.124, -0.456], [-0.965, -0.362, 0.079], [1.516, 0.472, -0.440], [0.047, 0.470, -0.711], [3.059, -0.134, 1.164], [3.354, -1.127, 1.525], [-0.059, 0.293, -1.791], [-3.126, -0.719, 0.077], [-0.183, 1.547, -0.612], [-2.659, 0.932, -0.361], [-2.439, -0.384, -1.520], [-0.916, -0.107, 1.144], [-0.712, -1.426, 0.004]],
  "forces_ev_per_a": [[-0.1, 0.2, -0.3], [-0.4, -0.6, 0.0], [0.0, 0.0, 0.0], [0.1, 0.0, 0.1], [-0.3, -0.1, 0.2], [0.1, 0.0, -0.1], [0.5, 0.4, 0.1], [0.0, 0.1, 0.0], [0.0, 0.1, 0.1], [0.1, 0.1, -0.1], [0.0, -0.1, -0.1], [0.0, -0.2, 0.0], [0.0, 0.0, 0.2], [0.0, 0.0, -0.2], [0.0, 0.2, 0.0]]
}